Entry 1:
DFT (ωB97M-V with the def2-TZVPD basis set) results for C34H45P2Si2Sn as an isolated structure at a distorted geometry.

Atoms and positions in Å:
Sn -1.123 0.975 0.921
C -1.202 -1.604 -1.411
C -1.204 -0.242 -2.172
P 0.155 0.825 -1.473
C 1.751 0.201 -2.004
C 2.739 1.056 -2.567
C 3.939 0.554 -3.043
C 4.202 -0.806 -2.885
C 3.264 -1.701 -2.468
C 2.023 -1.157 -2.024
C 0.115 2.386 -2.423
C -0.057 2.402 -3.825
C 0.021 3.587 -4.498
C 0.375 4.745 -3.817
C 0.523 4.723 -2.431
C 0.457 3.527 -1.716
C -2.576 -2.224 -1.115
P -2.677 -3.801 -0.112
C -2.097 -5.033 -1.366
C -1.858 -6.317 -0.866
C -1.657 -7.390 -1.700
C -1.445 -7.146 -3.048
C -1.701 -5.899 -3.625
C -2.059 -4.832 -2.778
C -1.212 -3.524 0.973
C -1.532 -2.853 2.141
C -0.531 -2.300 2.895
C 0.773 -2.591 2.568
C 1.144 -3.320 1.412
C 0.107 -3.727 0.566
H -0.613 -1.527 -0.493
H -0.667 -2.410 -2.008
H -2.066 0.384 -2.103
H -1.081 -0.363 -3.227
H 2.652 2.127 -2.415
H 4.622 1.174 -3.567
H 5.213 -1.081 -3.146
H 3.478 -2.741 -2.188
H 1.298 -1.910 -1.546
H -0.316 1.518 -4.336
H -0.065 3.611 -5.539
H 0.480 5.700 -4.436
H 0.725 5.627 -1.840
H 0.770 3.446 -0.638
H -3.081 -2.244 -2.067
H -3.142 -1.465 -0.560
H -2.125 -6.416 0.159
H -1.488 -8.426 -1.347
H -1.322 -7.956 -3.758
H -1.672 -5.755 -4.684
H -2.515 -3.945 -3.191
H -2.510 -2.463 2.287
H -0.692 -1.684 3.894
H 1.528 -2.187 3.268
H 2.235 -3.540 1.295
H 0.265 -4.358 -0.284
C -2.885 3.573 1.902
Si -1.449 3.324 3.077
C -2.001 2.256 4.522
C -1.010 5.040 3.829
C -0.158 2.608 1.947
Si 1.590 2.078 2.569
C 2.225 0.704 1.370
C 1.626 1.446 4.297
C 2.558 3.685 2.600
H -3.300 2.593 1.461
H -2.716 4.255 1.100
H -3.737 4.024 2.382
H -3.057 2.389 4.643
H -1.379 2.397 5.420
H -1.921 1.228 4.244
H -2.003 5.450 4.058
H -0.496 5.815 3.249
H -0.536 4.881 4.816
H -0.037 3.402 1.240
H 1.587 -0.155 1.440
H 3.177 0.298 1.586
H 2.317 1.079 0.347
H 0.777 0.725 4.398
H 1.399 2.145 5.166
H 2.556 0.972 4.601
H 2.656 4.306 1.684
H 3.536 3.556 3.082
H 2.112 4.300 3.329

The total charge is +1. The value obtained for the molar mass is 690.565 g mol⁻¹. As for the HOMO-LUMO gap: 6.4 eV. The spin multiplicity is 1.

---

Entry 2:
DFT (ωB97M-V with the def2-TZVPD basis set) results for C34H47As3FIN5PbS2Te as an isolated structure.

Atoms and positions in Å:
Pb -0.102 0.806 0.341
C 2.932 0.111 -2.614
As 1.686 -0.897 -1.503
C 2.936 -2.040 -0.539
C 1.049 -2.119 -2.917
C -0.128 -3.078 -2.658
C 0.059 -3.810 -1.328
C -1.499 -2.385 -2.694
As -2.078 -1.266 -1.177
C -3.614 -0.450 -2.073
C -3.016 -2.583 -0.088
C -0.118 -4.114 -3.802
As -0.249 -3.347 -5.633
C -0.857 -4.993 -6.502
C 1.639 -3.495 -6.152
H 3.536 -0.556 -3.230
H 3.589 0.697 -1.972
H 2.367 0.787 -3.255
H 3.593 -2.549 -1.245
H 2.388 -2.765 0.056
H 3.532 -1.425 0.133
H 1.929 -2.717 -3.176
H 0.842 -1.488 -3.787
H 0.064 -3.116 -0.480
H 1.001 -4.361 -1.319
H -0.747 -4.530 -1.171
H -2.273 -3.155 -2.781
H -1.592 -1.772 -3.596
H -4.195 -1.203 -2.606
H -3.267 0.305 -2.778
H -4.248 0.034 -1.332
H -3.677 -3.184 -0.713
H -3.608 -2.064 0.666
H -2.299 -3.227 0.417
H -0.967 -4.792 -3.684
H 0.790 -4.722 -3.747
H -1.889 -5.196 -6.219
H -0.231 -5.839 -6.217
H -0.814 -4.864 -7.583
H 2.222 -2.695 -5.698
H 1.712 -3.396 -7.234
H 2.051 -4.459 -5.855
N 0.182 3.820 2.916
C -0.115 4.370 1.714
N -0.158 3.687 0.602
C -0.487 4.504 -0.463
C -0.726 5.801 -0.146
S -0.508 6.049 1.546
C -0.525 3.941 -1.812
C -0.598 4.664 -2.957
S -0.618 3.615 -4.325
C -0.531 2.262 -3.248
N -0.482 2.570 -1.983
N -0.471 0.979 -3.702
H 0.619 2.911 2.928
H 0.366 4.411 3.707
H -1.022 6.613 -0.787
H -0.624 5.733 -3.077
H -0.760 0.766 -4.642
H -0.630 0.259 -3.012
I 5.322 -0.983 3.285
C 4.291 0.577 2.371
C 4.929 1.773 2.075
C 4.220 2.757 1.404
C 2.906 2.505 1.050
N 2.293 1.357 1.350
C 2.964 0.410 2.005
H 5.963 1.926 2.351
H 4.682 3.699 1.148
H 2.317 3.236 0.509
H 2.408 -0.500 2.198
Te -1.683 -0.366 3.007
C -0.065 0.028 4.308
C -0.003 1.199 5.054
C 1.082 1.431 5.890
C 2.098 0.492 5.997
C 2.015 -0.692 5.277
C 0.939 -0.924 4.431
C -3.067 0.880 4.004
C -3.807 0.431 5.090
C -4.714 1.276 5.713
C -4.891 2.573 5.251
C -4.159 3.027 4.165
C -3.249 2.183 3.541
H -0.812 1.917 5.006
H 1.120 2.340 6.480
H 2.936 0.668 6.658
H 2.785 -1.444 5.379
H 0.883 -1.847 3.868
H -3.676 -0.579 5.458
H -5.285 0.919 6.560
H -5.603 3.227 5.737
H -4.295 4.037 3.798
H -2.676 2.544 2.696
F 0.468 -1.121 1.371

The total charge is +1. The value obtained for the molar mass is 1295.387 g mol⁻¹. The calculation puts the energy above the lowest of the compared OMol25 structures with the same formula, charge and spin at 0.000 eV. As for the HOMO-LUMO gap: 7.8 eV. The spin multiplicity is 1.

---

Entry 3:
DFT (ωB97M-V with the def2-TZVPD basis set) results for C34H47BN10OPbS6 as an isolated structure at a distorted geometry.

Atoms and positions in Å:
Pb 0.977 -1.153 2.492
C -3.112 2.678 1.358
C -1.817 2.412 0.663
C -1.268 3.290 -0.212
C -0.023 2.993 -0.826
N 0.596 1.888 -0.565
N 0.058 0.995 0.285
B 0.816 -0.348 0.243
N 2.217 -0.123 -0.353
N 2.167 -0.445 -1.667
C 3.210 -0.308 -2.409
C 4.418 0.230 -1.870
C 4.489 0.590 -0.573
C 5.739 1.169 0.014
C 3.312 0.369 0.251
S 3.589 0.783 1.857
C 3.118 -0.761 -3.854
C 1.708 -1.255 -4.169
C 4.117 -1.909 -4.057
C 3.472 0.407 -4.782
N 0.012 -1.425 -0.491
N -1.126 -0.969 -1.057
C -1.883 -1.795 -1.701
C -1.536 -3.172 -1.828
C -0.388 -3.640 -1.287
C 0.031 -5.069 -1.382
C 0.456 -2.706 -0.585
S 1.931 -3.157 0.115
C -3.160 -1.245 -2.316
C -3.315 0.242 -2.005
C -4.357 -2.005 -1.731
C -3.103 -1.446 -3.835
C -1.118 1.184 0.933
S -1.732 0.060 2.044
C 0.656 3.878 -1.867
C 0.613 3.128 -3.206
C -0.049 5.225 -2.015
C 2.115 4.108 -1.458
H -3.515 3.646 1.062
H -2.971 2.651 2.439
H -3.837 1.897 1.125
H -1.781 4.216 -0.432
H 5.282 0.360 -2.507
H 6.493 1.277 -0.763
H 6.135 0.526 0.802
H 5.550 2.148 0.458
H 1.435 -2.099 -3.533
H 1.664 -1.575 -5.211
H 0.968 -0.468 -4.012
H 3.891 -2.741 -3.388
H 5.145 -1.592 -3.872
H 4.061 -2.269 -5.085
H 2.776 1.238 -4.651
H 3.419 0.079 -5.821
H 4.483 0.778 -4.605
H -2.194 -3.846 -2.363
H -0.708 -5.651 -1.930
H 0.164 -5.491 -0.385
H 1.001 -5.149 -1.876
H -3.360 0.410 -0.928
H -4.240 0.609 -2.455
H -2.479 0.821 -2.399
H -4.401 -1.880 -0.647
H -4.310 -3.073 -1.949
H -5.284 -1.619 -2.159
H -2.251 -0.916 -4.264
H -4.014 -1.059 -4.296
H -3.017 -2.501 -4.102
H -0.418 2.960 -3.525
H 1.099 2.156 -3.107
H 1.122 3.706 -3.980
H -1.080 5.110 -2.355
H 0.475 5.826 -2.759
H -0.052 5.785 -1.078
H 2.643 3.158 -1.368
H 2.177 4.627 -0.499
H 2.620 4.717 -2.210
S 3.195 -3.075 3.099
C 1.928 -4.186 3.374
C 2.113 -5.517 2.847
N 2.281 -6.571 2.420
C 0.720 -3.886 3.946
S 0.350 -2.310 4.624
C -0.350 -4.834 3.956
N -1.232 -5.574 3.979
C -4.199 -0.734 6.333
N -3.765 0.536 6.888
C -2.575 1.091 6.577
S -1.550 0.431 5.437
N -2.260 2.228 7.241
C -3.096 2.888 8.216
H -5.216 -0.921 6.670
H -3.549 -1.551 6.648
H -4.177 -0.690 5.246
H -4.265 0.885 7.687
H -1.370 2.621 6.993
H -4.070 3.156 7.798
H -2.604 3.804 8.531
H -3.251 2.273 9.108
O 2.426 0.468 2.855

The total charge is 0. The value obtained for the molar mass is 1022.233 g mol⁻¹. The calculation puts the energy above the lowest of the compared OMol25 structures with the same formula, charge and spin at 0.100 eV. As for the HOMO-LUMO gap: 6.2 eV. The spin multiplicity is 1.